ORCA calculation (the ωB97M-V functional and the def2-TZVPD basis) on C4H8O in the gas phase.

Structure (XYZ):
```
13
Properties=species:S:1:pos:R:3:mulliken_charge:R:1
H -0.565 -0.095 1.962 0.29
H 0.221 -1.750 -0.028 0.28
C -0.370 0.688 1.222 -1.04
H 1.272 -1.059 -1.297 0.31
O -1.812 -1.009 -1.396 -0.47
H -1.285 0.783 0.630 0.33
H 1.151 1.181 -0.251 0.31
C 0.829 0.316 0.346 -0.49
C 0.459 -0.841 -0.591 -0.40
H -0.626 0.537 -1.925 0.34
H 1.689 0.041 0.968 0.29
C -0.756 -0.428 -1.381 -0.06
H -0.207 1.636 1.740 0.32
```

Values from the calculation:
Total charge ... 0
SMILES ... CCCC=O
ΔE to the lowest compared entry with this formula, charge and spin ... 7.9 kcal per mole



ORCA calculation (the ωB97M-V functional and the def2-TZVPD basis) on C3H5N as an isolated structure at a distorted geometry.

Structure (XYZ):
```
9
Properties=species:S:1:pos:R:3:mulliken_charge:R:1
H 2.576 1.144 -0.125 0.11
C 2.693 0.050 0.253 -0.35
N 0.746 -0.166 -0.004 -0.23
H -2.281 0.789 0.616 0.30
H -2.258 -0.775 0.703 0.32
H 2.981 -0.590 -0.734 0.10
H -2.167 -0.239 -0.966 0.24
C -0.431 -0.156 0.127 0.44
C -1.859 -0.058 0.130 -0.92
```

Values from the calculation:
Total charge ... 0
ΔE to the lowest compared entry with this formula, charge and spin ... 112.0 kcal per mole



no.,molecular weight (u),orbital gap (eV)
1,72.107,10.86
2,55.080,8.40